(1)
Computed, not measured: 9 unconnected molecules or ions with the total composition C47H76IN4O18 at a distorted geometry, with wB97M-V/def2-TZVPD.

Last columns: bonded neighbours and bond lengths (Å).
Geometry (Å):
1 I 4.220 -2.789 4.356  C59 2.152
2 O -6.039 -3.864 3.925  C65 1.437, C69 1.356
3 O -1.343 1.591 8.194  C46 1.199
4 O -3.347 0.284 2.133  C64 1.187
5 O 1.372 -6.104 -1.461  C28 1.200
6 O -5.306 -1.830 4.555  C69 1.197
7 O -4.258 -4.955 -2.913  C25 1.438, C51 1.355
8 O -2.193 1.835 6.124  C35 1.443, C46 1.357
9 O -3.234 4.938 -0.244  C30 1.198
10 O -2.679 -0.144 0.053  C64 1.386, C66 1.453
11 O 1.929 -5.381 -3.516  C28 1.355, C52 1.442
12 O 1.409 9.811 1.569  C55 1.356, C70 1.438
13 O -0.582 -4.936 -6.779  C24 1.198
14 O -2.368 -4.085 -3.768  C51 1.199
15 O -1.364 5.113 0.995  C30 1.358, C44 1.440
16 O -0.475 9.671 0.347  C55 1.198
17 O -1.585 -4.298 -8.690  C24 1.355, C43 1.438
18 O 4.584 5.234 2.601  C34 1.345, C57 1.440
19 O 4.292 3.676 1.014  C34 1.205
20 N 5.364 -1.194 -0.836  N22 1.346, C61 1.366, H105 1.010
21 N 5.776 -0.051 1.054  C32 1.360, C61 1.334
22 N 4.808 0.030 -0.915  N20 1.346, C32 1.310, C42 1.479
23 N 6.544 -2.317 0.811  C45 1.480, C61 1.331, H84 1.011
24 C -1.178 -4.111 -7.411  O13 1.198, O17 1.355, C31 1.512
25 C -5.659 -4.636 -2.961  O7 1.438, C63 1.518, H93 1.089, H113 1.092
26 C 1.924 -7.422 -4.682  C48 1.523, C52 1.517, H122 1.093, H135 1.089
27 C -4.978 -2.563 2.275  C33 1.523, C69 1.511, H79 1.086, H129 1.091
28 C 1.507 -6.319 -2.634  O5 1.200, O11 1.355, C48 1.513
29 C 6.682 -3.819 2.745  C45 1.579, C59 1.539, H136 1.104, H142 1.107
30 C -2.572 5.546 0.550  O9 1.198, O15 1.358, C56 1.511
31 C -1.547 -2.722 -6.942  C24 1.512, C50 1.523, H97 1.092, H107 1.088
32 C 5.063 0.706 0.177  N21 1.360, N22 1.310, H139 1.094
33 C -5.764 -3.679 1.600  C27 1.523, C65 1.519, H111 1.093, H117 1.090
34 C 4.400 3.971 2.177  O18 1.345, O19 1.205, C54 1.513
35 C -3.099 1.094 5.280  O8 1.443, C36 1.515, H88 1.086, H120 1.093
36 C -3.010 -0.339 5.763  C35 1.515, C58 1.524, H94 1.090, H116 1.094
37 C 3.385 -0.376 -2.957  C42 1.564, C68 1.548, H87 1.103, H119 1.109
38 C 1.247 -1.797 -3.367  C62 1.556, C68 1.552, H76 1.112, H126 1.107
39 C -1.610 7.312 1.783  C44 1.518, C56 1.522, H124 1.090, H128 1.090
40 C -0.144 11.561 1.829  C41 1.522, C55 1.512, H103 1.092, H145 1.087
41 C 1.206 12.009 2.371  C40 1.522, C70 1.518, H86 1.092, H102 1.089
42 C 4.007 0.673 -1.979  N22 1.479, C37 1.564, H106 1.105, H114 1.100
43 C -2.171 -3.086 -9.195  O17 1.438, C50 1.518, H101 1.088, H134 1.093
44 C -0.880 6.003 2.018  O15 1.440, C39 1.518, H71 1.089, H123 1.094
45 C 7.147 -2.428 2.158  N23 1.480, C29 1.579, H72 1.098, H98 1.104
46 C -1.991 1.159 7.283  O3 1.199, O8 1.357, C58 1.514
47 C -0.943 -2.169 -2.005  C53 1.561, C62 1.547, H85 1.107, H127 1.104
48 C 1.203 -7.614 -3.353  C26 1.523, C28 1.513, H104 1.087, H144 1.091
49 C -1.956 1.981 1.239  C64 1.540, H77 1.102, H115 1.102, H137 1.100
50 C -2.598 -2.307 -7.964  C31 1.523, C43 1.518, H78 1.089, H143 1.093
51 C -3.550 -4.016 -3.585  O7 1.355, O14 1.199, C67 1.514
52 C 1.880 -5.916 -4.854  O11 1.442, C26 1.517, H132 1.089, H146 1.090
53 C -0.666 -1.305 -0.734  C47 1.561, C66 1.556, H112 1.107, H125 1.109
54 C 4.398 3.016 3.350  C34 1.513, C60 1.522, H91 1.088, H138 1.092
55 C 0.205 10.262 1.137  O12 1.356, O16 1.198, C40 1.512
56 C -2.948 6.842 1.230  C30 1.511, C39 1.522, H130 1.092, H131 1.087
57 C 4.785 5.245 4.028  O18 1.440, C60 1.517, H89 1.092, H95 1.088
58 C -2.730 -0.162 7.250  C36 1.524, C46 1.514, H83 1.087, H96 1.091
59 C 6.160 -3.707 4.189  I1 2.152, C29 1.539, H121 1.100, H140 1.100
60 C 4.164 3.954 4.525  C54 1.522, C57 1.517, H90 1.089, H100 1.092
61 C 5.933 -1.207 0.406  N20 1.366, N21 1.334, N23 1.331
62 C 0.316 -2.808 -2.637  C38 1.556, C47 1.547, H81 1.106, H108 1.105
63 C -5.719 -3.145 -3.237  C25 1.518, C67 1.522, H74 1.089, H80 1.092
64 C -2.712 0.640 1.196  O4 1.187, O10 1.386, C49 1.540
65 C -5.956 -4.668 2.736  O2 1.437, C33 1.519, H73 1.093, H109 1.089
66 C -1.835 -1.303 0.292  O10 1.453, C53 1.556, H118 1.104, H141 1.105
67 C -4.474 -2.927 -4.086  C51 1.514, C63 1.522, H99 1.088, H110 1.092
68 C 2.021 -0.856 -2.406  C37 1.548, C38 1.552, H82 1.108, H92 1.110
69 C -5.450 -2.662 3.706  O2 1.356, O6 1.197, C27 1.511
70 C 1.918 10.687 2.590  O12 1.438, C41 1.518, H75 1.093, H133 1.088
71 H 0.200 6.112 1.924  C44 1.089
72 H 8.240 -2.328 2.136  C45 1.098
73 H -5.111 -5.353 2.839  C65 1.093
74 H -6.644 -2.833 -3.720  C63 1.089
75 H 1.693 10.250 3.566  C70 1.093
76 H 2.007 -2.414 -3.894  C38 1.112
77 H -1.029 1.909 0.647  C49 1.102
78 H -2.652 -1.233 -8.131  C50 1.089
79 H -5.211 -1.589 1.855  C27 1.086
80 H -5.625 -2.590 -2.301  C63 1.092
81 H -0.049 -3.500 -3.418  C62 1.106
82 H 1.383 0.019 -2.170  C68 1.108
83 H -2.111 -0.963 7.645  C58 1.087
84 H 6.573 -3.111 0.187  N23 1.011
85 H -1.592 -3.005 -1.681  C47 1.107
86 H 1.731 12.591 1.612  C41 1.092
87 H 3.227 0.066 -3.956  C37 1.103
88 H -2.796 1.196 4.243  C35 1.086
89 H 5.858 5.296 4.226  C57 1.092
90 H 4.590 3.604 5.463  C60 1.089
91 H 3.603 2.280 3.253  C54 1.088
92 H 2.148 -1.397 -1.444  C68 1.110
93 H -6.124 -4.899 -2.012  C25 1.089
94 H -3.906 -0.921 5.545  C36 1.090
95 H 4.307 6.125 4.455  C57 1.088
96 H -3.650 -0.067 7.830  C58 1.091
97 H -0.661 -2.086 -6.987  C31 1.092
98 H 6.653 -1.658 2.776  C45 1.104
99 H -4.040 -1.943 -3.925  C67 1.088
100 H 3.091 4.092 4.676  C60 1.092
101 H -3.012 -3.332 -9.840  C43 1.088
102 H 1.140 12.616 3.273  C41 1.089
103 H -0.858 11.355 2.628  C40 1.092
104 H 1.590 -8.466 -2.800  C48 1.087
105 H 5.298 -1.901 -1.554  N20 1.010
106 H 3.139 1.126 -1.466  C42 1.105
107 H -1.948 -2.746 -5.931  C31 1.088
108 H 0.909 -3.414 -1.928  C62 1.105
109 H -6.869 -5.250 2.628  C65 1.089
110 H -4.670 -3.090 -5.148  C67 1.092
111 H -6.734 -3.297 1.273  C33 1.093
112 H 0.300 -1.543 -0.247  C53 1.107
113 H -6.123 -5.226 -3.755  C25 1.092
114 H 4.526 1.494 -2.497  C42 1.100
115 H -1.666 2.115 2.293  C49 1.102
116 H -2.161 -0.838 5.287  C36 1.094
117 H -5.264 -4.111 0.732  C33 1.090
118 H -2.409 -2.243 0.213  C66 1.104
119 H 4.052 -1.253 -3.080  C37 1.109
120 H -4.103 1.511 5.398  C35 1.093
121 H 6.870 -3.128 4.799  C59 1.100
122 H 2.960 -7.756 -4.589  C26 1.093
123 H -1.108 5.567 2.995  C44 1.094
124 H -1.087 7.898 1.027  C39 1.090
125 H -0.573 -0.253 -1.071  C53 1.109
126 H 0.703 -1.252 -4.163  C38 1.107
127 H -1.499 -1.545 -2.725  C47 1.104
128 H -1.696 7.924 2.681  C39 1.090
129 H -3.902 -2.745 2.243  C27 1.091
130 H -3.667 6.630 2.023  C56 1.092
131 H -3.364 7.549 0.517  C56 1.087
132 H 2.728 -5.544 -5.427  C52 1.089
133 H 2.997 10.777 2.486  C70 1.088
134 H -1.419 -2.555 -9.783  C43 1.093
135 H 1.471 -7.963 -5.512  C26 1.089
136 H 5.921 -4.268 2.082  C29 1.104
137 H -2.608 2.795 0.888  C49 1.100
138 H 5.371 2.523 3.407  C54 1.092
139 H 4.740 1.738 0.341  C32 1.094
140 H 6.088 -4.710 4.635  C59 1.100
141 H -1.404 -1.227 1.307  C66 1.105
142 H 7.584 -4.461 2.761  C29 1.107
143 H -3.583 -2.646 -7.635  C50 1.093
144 H 0.123 -7.699 -3.484  C48 1.091
145 H -0.557 12.278 1.124  C40 1.087
146 H 0.957 -5.579 -5.327  C52 1.090

## Properties
Total charge: +1
Molar mass: 1112.04 g/mol
Strongest force on any atom: 3.02 eV/A
E_HOMO: -10.831 eV
Kohn-Sham gap: 0.3163 Ha


(2)
Computed, not measured: 8 unconnected molecules or ions with the total composition C47H85BrFNO11S at a distorted geometry, with wB97M-V/def2-TZVPD.

Last columns: bonded neighbours and bond lengths (Å).
Geometry (Å):
1 Br -2.088 5.883 -2.464  C39 1.972
2 S 0.572 -0.432 1.438  O4 1.428, O6 1.434, O10 1.571, C42 1.772
3 F -2.699 2.408 3.606  C20 1.403
4 O 1.974 -0.630 1.624  S2 1.428
5 O -2.452 -7.287 -3.541  C51 1.429, C54 1.429
6 O -0.307 -1.124 2.334  S2 1.434
7 O -6.870 -4.487 -3.386  C23 1.433, C62 1.430
8 O 6.177 0.899 -3.474  C36 1.430, C60 1.431
9 O -4.533 -3.744 2.946  C44 1.430, C56 1.433
10 O 0.282 1.111 1.482  S2 1.571, C26 1.476
11 O -0.993 -0.335 -2.163  C29 1.432, H114 0.960
12 O 7.099 5.583 0.003  C27 1.428, C58 1.428
13 O 2.300 -5.128 3.632  C16 1.434, C33 1.427
14 O 1.505 6.179 0.683  C21 1.428, C38 1.433
15 N -5.216 -1.048 -0.569  C24 1.331, C50 1.325
16 C 1.977 -3.779 3.270  O13 1.434, C47 1.521, H113 1.090, H118 1.094
17 C 1.621 2.167 -0.914  C19 1.539, C45 1.545, H83 1.086, H84 1.091
18 C 1.291 -4.106 5.508  C33 1.523, C47 1.527, H82 1.090, H131 1.092
19 C 0.769 1.183 -1.734  C17 1.539, C29 1.535, H98 1.091, H121 1.087
20 C -2.734 2.999 2.334  F3 1.403, C22 1.529, C41 1.525, H71 1.088
21 C 1.107 5.762 1.989  O14 1.428, C28 1.522, H91 1.096, H104 1.091
22 C -1.324 2.835 1.766  C20 1.529, C26 1.517, H88 1.089, H97 1.084
23 C -6.594 -4.095 -2.036  O7 1.433, C32 1.522, H142 1.093, H147 1.091
24 C -4.954 -0.032 -1.388  N15 1.331, C30 1.390, H99 1.079
25 C -5.139 -5.879 -2.573  C32 1.527, C62 1.522, H80 1.090, H119 1.087
26 C -1.119 1.455 1.170  O10 1.476, C22 1.517, C31 1.551, H85 1.083
27 C 6.776 5.220 1.346  O12 1.428, C43 1.523, H111 1.095, H122 1.090
28 C 0.872 7.032 2.795  C21 1.522, C59 1.528, H92 1.089, H139 1.092
29 C -0.354 0.360 -1.086  O11 1.432, C19 1.535, C31 1.623, C42 1.532
30 C -3.786 0.719 -1.332  C24 1.390, C52 1.391, H69 1.078
31 C -1.479 1.249 -0.325  C26 1.551, C29 1.623, C52 1.541, C55 1.542
32 C -5.885 -5.274 -1.386  C23 1.522, C25 1.527, H79 1.093, H116 1.090
33 C 1.742 -5.432 4.909  O13 1.427, C18 1.523, H64 1.091, H110 1.097
34 C 6.421 2.115 -5.490  C36 1.522, C49 1.526, H70 1.092, H132 1.089
35 C -0.988 -9.135 -3.362  C51 1.523, C61 1.527, H89 1.089, H135 1.092
36 C 5.424 1.425 -4.570  O8 1.430, C34 1.522, H101 1.096, H124 1.091
37 C -3.064 -0.639 0.456  C50 1.397, C52 1.407, H129 1.076
38 C 1.268 7.584 0.530  O14 1.433, C59 1.523, H108 1.095, H146 1.090
39 C -2.201 4.970 -0.720  Br1 1.972, C48 1.528, H134 1.080, H145 1.083
40 C -3.026 -4.893 4.359  C53 1.527, C56 1.523, H73 1.092, H94 1.089
41 C -3.164 4.451 2.509  C20 1.525, H103 1.088, H120 1.085, H126 1.084
42 C 0.163 -0.811 -0.245  S2 1.772, C29 1.532, H76 1.086, H78 1.083
43 C 6.125 6.444 1.978  C27 1.523, C46 1.527, H112 1.092, H115 1.089
44 C -5.183 -4.935 3.394  O9 1.430, C53 1.522, H65 1.095, H128 1.091
45 C 2.913 1.610 -0.275  C17 1.545, C57 1.543, H72 1.085, H90 1.086
46 C 5.441 7.083 0.771  C43 1.527, C58 1.523, H74 1.089, H130 1.093
47 C 0.916 -3.315 4.257  C16 1.521, C18 1.527, H81 1.087, H102 1.091
48 C -2.725 3.547 -0.913  C39 1.528, C55 1.547, H117 1.086, H137 1.086
49 C 7.678 1.279 -5.263  C34 1.526, C60 1.522, H87 1.092, H100 1.089
50 C -4.268 -1.333 0.313  N15 1.325, C37 1.397, H95 1.081
51 C -2.337 -8.575 -2.932  O5 1.429, C35 1.523, H105 1.091, H143 1.096
52 C -2.795 0.450 -0.393  C30 1.391, C31 1.541, C37 1.407
53 C -4.081 -5.876 3.859  C40 1.527, C44 1.522, H109 1.092, H144 1.089
54 C -1.185 -6.888 -4.069  O5 1.429, C61 1.523, H67 1.095, H86 1.091
55 C -1.577 2.541 -1.160  C31 1.542, C48 1.547, H136 1.083, H141 1.086
56 C -3.158 -3.758 3.351  O9 1.433, C40 1.523, H66 1.096, H138 1.090
57 C 4.161 2.456 -0.603  C45 1.543, H93 1.086, H107 1.085, H127 1.086
58 C 6.454 6.813 -0.334  O12 1.428, C46 1.523, H123 1.091, H133 1.096
59 C 0.402 8.001 1.711  C28 1.528, C38 1.523, H96 1.093, H106 1.088
60 C 7.574 0.967 -3.777  O8 1.431, C49 1.522, H75 1.090, H140 1.095
61 C -0.158 -7.861 -3.504  C35 1.527, C54 1.523, H68 1.092, H125 1.089
62 C -6.144 -5.678 -3.699  O7 1.430, C25 1.522, H63 1.096, H77 1.091
63 H -6.851 -6.515 -3.754  C62 1.096
64 H 2.493 -5.942 5.514  C33 1.091
65 H -5.858 -4.677 4.217  C44 1.095
66 H -2.533 -3.938 2.469  C56 1.096
67 H -1.227 -6.946 -5.162  C54 1.095
68 H 0.182 -7.524 -2.522  C61 1.092
69 H -3.665 1.504 -2.060  C30 1.078
70 H 6.591 3.142 -5.160  C34 1.092
71 H -3.456 2.415 1.767  C20 1.088
72 H 3.045 0.562 -0.525  C45 1.085
73 H -3.285 -4.541 5.360  C40 1.092
74 H 5.228 8.144 0.897  C46 1.089
75 H 8.040 0.019 -3.508  C60 1.090
76 H 1.100 -1.146 -0.680  C42 1.086
77 H -5.671 -5.562 -4.674  C62 1.091
78 H -0.531 -1.641 -0.307  C42 1.083
79 H -6.615 -5.989 -0.996  C32 1.093
80 H -4.228 -5.315 -2.774  C25 1.090
81 H 0.916 -2.238 4.396  C47 1.087
82 H 0.472 -4.221 6.218  C18 1.090
83 H 1.036 2.705 -0.174  C17 1.086
84 H 1.942 2.931 -1.622  C17 1.091
85 H -1.696 0.801 1.811  C26 1.083
86 H -0.992 -5.853 -3.785  C54 1.091
87 H 7.626 0.358 -5.848  C49 1.092
88 H -0.678 2.886 2.641  C22 1.089
89 H -0.581 -9.847 -2.647  C35 1.089
90 H 2.766 1.647 0.800  C45 1.086
91 H 0.185 5.174 1.904  C21 1.096
92 H 0.154 6.892 3.602  C28 1.089
93 H 4.656 2.718 0.328  C57 1.086
94 H -2.021 -5.309 4.395  C40 1.089
95 H -4.442 -2.175 0.968  C50 1.081
96 H -0.653 7.830 1.485  C59 1.093
97 H -1.023 3.652 1.120  C22 1.084
98 H 1.458 0.457 -2.169  C19 1.091
99 H -5.709 0.200 -2.124  C24 1.079
100 H 8.601 1.795 -5.521  C49 1.089
101 H 4.924 0.592 -5.077  C36 1.096
102 H -0.075 -3.610 3.909  C47 1.091
103 H -2.309 5.110 2.369  C41 1.088
104 H 1.883 5.122 2.412  C21 1.091
105 H -3.177 -9.195 -3.249  C51 1.091
106 H 0.528 9.049 1.976  C59 1.088
107 H 4.840 1.856 -1.198  C57 1.085
108 H 2.232 8.102 0.540  C38 1.095
109 H -3.689 -6.447 3.014  C53 1.092
110 H 0.892 -6.111 4.769  C33 1.097
111 H 6.080 4.375 1.322  C27 1.095
112 H 6.889 7.115 2.377  C43 1.092
113 H 1.633 -3.759 2.236  C16 1.090
114 H -0.960 0.215 -2.950  O11 0.960
115 H 5.441 6.187 2.785  C43 1.089
116 H -5.234 -4.970 -0.566  C32 1.090
117 H -3.355 3.587 -1.796  C48 1.086
118 H 2.881 -3.168 3.343  C16 1.094
119 H -4.863 -6.921 -2.436  C25 1.087
120 H -3.487 4.592 3.535  C41 1.085
121 H 0.369 1.726 -2.587  C19 1.087
122 H 7.684 4.906 1.862  C27 1.090
123 H 5.995 6.715 -1.318  C58 1.091
124 H 4.663 2.107 -4.186  C36 1.091
125 H 0.714 -7.973 -4.146  C61 1.089
126 H -3.956 4.732 1.825  C41 1.084
127 H 3.891 3.382 -1.101  C57 1.086
128 H -5.777 -5.345 2.576  C44 1.091
129 H -2.371 -0.965 1.213  C37 1.076
130 H 4.501 6.569 0.557  C46 1.093
131 H 2.123 -3.621 6.023  C18 1.092
132 H 6.090 2.140 -6.527  C34 1.089
133 H 7.211 7.604 -0.381  C58 1.096
134 H -2.859 5.594 -0.135  C39 1.080
135 H -1.077 -9.634 -4.329  C35 1.092
136 H -0.659 3.110 -1.090  C55 1.083
137 H -3.403 3.261 -0.113  C48 1.086
138 H -2.896 -2.784 3.765  C56 1.090
139 H 1.810 7.381 3.230  C28 1.092
140 H 8.024 1.761 -3.172  C60 1.095
141 H -1.665 2.212 -2.191  C55 1.086
142 H -5.954 -3.209 -2.049  C23 1.093
143 H -2.386 -8.454 -1.844  C51 1.096
144 H -4.421 -6.580 4.617  C53 1.089
145 H -1.179 4.994 -0.363  C39 1.083
146 H 0.789 7.761 -0.434  C38 1.090
147 H -7.530 -3.834 -1.540  C23 1.091

## Properties
Total charge: 0
Molar mass: 971.16 g/mol
Strongest force on any atom: 1.17 eV/A
E_HOMO: -8.875 eV
SMILES string: CCCC[C@@]1(O)CS(=O)(=O)O[C@@H](C[C@H](C)F)[C@]1(CCCBr)c1ccncc1.C1CCOC1.C1CCOC1.C1CCOC1.C1CCOC1.C1CCOC1.C1CCOC1.C1CCOC1
Kohn-Sham gap: 0.3375 Ha